ORCA calculation (wB97M-V/def2-TZVPD) on a 4-piece molecular cluster, C7H22O4 overall.

Atoms and positions in Å:
1 C 2.809 1.644 -1.862
2 C 1.681 0.896 -1.155
3 O 2.130 -0.403 -1.120
4 H 3.396 1.092 -2.596
5 H 3.576 2.032 -1.193
6 H 2.478 2.545 -2.379
7 H 0.674 1.065 -1.536
8 H 1.558 1.217 -0.121
9 H 1.445 -1.036 -0.891
10 C 0.609 -0.457 1.579
11 C 1.605 0.384 2.521
12 O 2.319 -0.511 3.274
13 H 1.114 -1.235 1.007
14 H 0.197 0.192 0.807
15 H -0.226 -0.941 2.086
16 H 1.044 1.055 3.172
17 H 2.110 1.069 1.840
18 H 2.846 0.044 3.854
19 C -3.276 -0.176 -0.921
20 C -3.189 -0.263 0.645
21 O -1.814 -0.565 0.958
22 H -2.882 -1.089 -1.368
23 H -2.631 0.601 -1.330
24 H -4.309 -0.036 -1.240
25 H -3.838 -1.027 1.073
26 H -3.660 0.578 1.153
27 H -1.792 -0.575 1.918
28 C -0.613 -1.125 -1.649
29 O -0.234 -0.247 -0.640
30 H -1.319 -0.765 -2.398
31 H 0.254 -1.561 -2.144
32 H -1.088 -2.045 -1.308
33 H -0.974 -0.356 -0.038

2S+1 = 1
HOMO = -9.002 eV
LUMO = 0.4 eV
ΔE to the lowest compared entry with this formula, charge and spin = 104.5 kcal/mol
HOMO-LUMO gap = 0.34644 hartree
SMILES = CCO.CCO.CCO.CO